1.
A molecular structure, C21H15AsAuF6OPS5, computed with ωB97M-V/def2-TZVPD.

The geometry in XYZ format:
```
51
Properties=species:S:1:pos:R:3:forces:R:3
Au 1.943388 1.171200 0.757686 0.7 0.1 0.0
S 7.214688 6.119100 1.237886 0.1 0.0 0.0
C 5.981588 5.080300 0.961686 -0.2 -0.1 -0.1
S 4.315888 5.573800 0.887486 0.4 -0.4 0.0
C 3.613388 3.999900 0.531386 -1.2 0.7 -0.1
C 4.510488 2.948800 0.489086 0.6 -1.1 -0.1
S 4.180188 1.291800 0.250086 0.1 0.3 0.2
S 6.195188 3.367900 0.710186 -0.2 0.4 0.0
S 1.959888 3.929000 0.219786 0.4 0.5 0.1
O -0.064512 0.933200 1.281186 0.3 0.7 0.9
As -0.736412 -0.072600 0.176186 -1.5 -1.0 -1.3
C 0.354788 -0.954900 -1.156014 -0.2 0.3 0.0
C 0.592688 -2.317000 -1.238114 -0.1 -0.2 0.3
C 1.379088 -2.805500 -2.271614 -0.1 0.0 0.0
C 1.911488 -1.946600 -3.217414 0.0 0.0 0.0
C 1.679088 -0.582400 -3.130514 0.0 0.0 0.0
C 0.897188 -0.089200 -2.102314 -0.2 0.4 0.1
C -2.052712 -1.194900 1.026086 0.2 -0.1 0.0
C -2.397812 -0.863500 2.326986 0.2 0.4 0.0
C -3.250112 -1.681700 3.044686 0.0 0.0 0.0
C -3.761612 -2.827600 2.455586 0.0 0.0 0.1
C -3.434312 -3.144500 1.147386 0.0 -0.1 -0.1
C -2.576412 -2.329000 0.426486 0.1 0.2 -0.2
C -1.879012 1.083400 -0.897914 0.1 0.0 0.1
C -2.338712 0.747500 -2.164814 0.2 -0.2 0.1
C -3.231012 1.581400 -2.818014 -0.1 0.0 -0.1
C -3.673212 2.743500 -2.204514 0.0 0.1 0.0
C -3.214712 3.085300 -0.942514 0.0 0.0 0.0
C -2.320212 2.253100 -0.292114 0.3 0.0 0.3
H 0.205588 -2.990800 -0.483614 0.1 0.0 0.0
H 1.590688 -3.861700 -2.331214 0.0 -0.1 0.0
H 2.519688 -2.336900 -4.021314 0.1 0.0 0.0
H 2.113688 0.090300 -3.854414 0.0 0.1 0.0
H 0.701888 0.981300 -2.013814 0.1 -0.2 -0.1
H -1.964912 0.034200 2.758386 0.0 -0.2 0.1
H -3.491512 -1.442400 4.070286 0.0 0.0 0.0
H -4.411012 -3.478100 3.025486 0.0 0.0 0.0
H -3.832812 -4.041200 0.693786 0.0 0.0 0.0
H -2.304212 -2.565500 -0.597114 0.0 -0.1 0.1
H -1.978912 -0.161500 -2.638514 -0.1 0.1 0.0
H -3.580512 1.327700 -3.810014 0.0 0.0 0.0
H -4.370312 3.391500 -2.716714 0.0 0.0 -0.1
H -3.547612 3.999100 -0.470814 0.0 0.0 0.0
H -1.924612 2.498900 0.689686 -0.1 0.1 -0.1
F 2.130888 -0.907400 2.944486 0.0 -0.3 0.0
P 1.813988 -2.371200 2.338786 -0.2 0.1 -0.2
F 1.424688 -3.804100 1.677286 0.1 0.0 0.0
F 0.445488 -1.747600 1.606086 0.3 -0.2 0.2
F 0.900688 -2.723800 3.624786 0.2 0.0 -0.1
F 2.641188 -1.991100 0.990486 0.0 -0.1 0.3
F 3.119688 -2.999500 3.023986 -0.1 0.1 -0.1
```
Positions in Å, forces in eV/Å.

Its orbital gap (alpha / beta) is 7.1 / 5.6 eV. As for the spin multiplicity: 2. Its expectation value of S² is 0.770. The total charge is -1.

***

2.
C3H8N2O2 in the gas phase, computed with ωB97M-V/def2-TZVPD.

The geometry in XYZ format:
```
15
Properties=species:S:1:pos:R:3:forces:R:3
N -1.309439 1.797045 0.339105 0.0 -0.1 0.0
C -0.823939 0.720323 -0.321458 0.1 0.3 -0.2
O -1.688094 -0.085037 -0.895828 0.1 0.0 0.1
N 0.484618 0.728521 -0.695857 -0.1 0.1 0.2
C 1.130127 -0.586735 -0.709028 0.0 -0.1 -0.1
C 0.760232 -1.262871 0.635854 0.3 -0.1 0.0
O -0.560218 -0.998708 0.910281 0.0 -0.1 -0.1
H -2.274746 1.703187 0.619364 0.1 0.0 -0.1
H -0.711027 2.242848 1.019233 -0.1 0.0 -0.1
H 1.032891 1.440446 -0.230939 -0.1 0.0 0.0
H 2.204594 -0.441755 -0.861937 -0.2 -0.1 0.1
H 0.737458 -1.161616 -1.552664 0.0 0.1 0.1
H 1.426025 -0.848598 1.423876 -0.2 -0.1 -0.1
H 0.995859 -2.339361 0.562341 -0.1 0.2 0.0
H -1.404341 -0.907689 -0.242343 0.2 0.0 0.3
```
Positions in Å, forces in eV/Å.

Its orbital gap is 9.5 eV. As for the spin multiplicity: 1.

***

3.
4 unconnected molecules or ions with the total composition C3H10NOS, computed with ωB97M-V/def2-TZVPD.

The geometry in XYZ format:
```
16
Properties=species:S:1:pos:R:3:forces:R:3
C -0.572808 -0.051447 1.439592 1.4 0.7 0.7
O 2.791736 2.211251 -1.563216 0.1 0.0 0.3
C -0.476403 -1.328358 0.599104 0.2 3.1 1.1
C -1.711562 -2.014383 0.296440 1.1 -1.0 1.5
S -0.213028 2.024778 -1.162204 -0.1 -0.3 0.9
N 0.774243 -1.755991 0.471955 -1.7 -1.9 0.0
H 0.544166 0.411296 1.611300 -2.9 -0.9 -0.7
H -1.389110 0.640169 1.118259 0.9 -0.3 0.3
H 3.048922 3.152413 -1.636503 -0.5 -0.4 0.0
H -0.093679 -0.467638 -0.950000 0.1 1.1 -0.4
H -1.538266 -3.070541 0.204443 -0.6 -0.8 -0.7
H -0.843245 -0.417855 2.470492 0.1 0.3 -0.8
H -0.152618 2.998197 -2.101888 0.0 -0.3 -0.6
H 1.824986 2.078637 -1.594522 0.6 0.4 -0.5
H -2.737725 -1.612987 0.399704 0.6 0.1 -0.6
H 0.744391 -2.797541 0.397044 0.6 0.3 -0.7
```
Positions in Å, forces in eV/Å.

Its orbital gap (alpha / beta) is 6.0 / 5.1 eV. As for the spin multiplicity: 2. Its expectation value of S² is 1.259. The total charge is +2.

***

4.
2 unconnected molecules or ions with the total composition C6H15NO3S, computed with ωB97M-V/def2-TZVPD.

The geometry in XYZ format:
```
26
Properties=species:S:1:pos:R:3:forces:R:3
C 0.715376 -2.545258 -0.670251 3.2 3.5 -1.4
C 1.472611 -1.421312 1.297424 -0.8 3.5 1.5
C 0.018927 0.391565 -1.826333 1.8 -1.0 -0.6
C 0.367550 -1.355905 0.255079 3.1 -0.4 -2.7
C 0.623420 -0.045357 -0.458393 -2.1 4.2 0.5
C -0.211344 1.232528 0.954857 2.9 -0.2 -2.6
N -1.115170 0.587380 1.815165 0.1 -1.2 -1.7
O -0.329739 3.199965 -1.185959 0.8 -0.5 0.2
O -2.352609 1.941714 -0.431171 0.7 1.4 2.8
O -1.432880 3.617307 0.933006 0.5 0.2 0.9
S -0.920256 2.663324 0.005357 -3.0 0.1 0.6
H 1.785607 -2.481926 -1.140402 -1.9 0.1 0.8
H 0.698929 -3.363990 -0.101268 -0.1 -3.5 2.1
H 0.005756 -2.585135 -1.403769 -1.7 -0.5 -2.3
H 1.339782 -0.523758 2.021156 0.8 -1.3 -1.2
H 1.253474 -2.210747 1.878938 -0.7 -3.0 2.4
H 2.523383 -1.598069 1.007822 -0.7 0.6 -0.6
H -0.958720 0.054686 -1.813179 -2.4 -0.6 -0.4
H 0.025373 1.497602 -2.048014 0.5 -1.6 0.3
H 0.506260 -0.208349 -2.681163 -0.4 1.0 1.2
H -0.685399 -1.595710 0.459339 0.4 0.8 0.9
H 1.628422 0.419738 -0.548346 -0.2 -1.1 1.1
H 0.744829 1.599114 1.376980 -0.8 0.0 0.1
H -1.734241 1.115588 2.390037 0.0 1.0 0.4
H -2.265452 1.545021 -1.246988 0.3 -1.4 -3.1
H -1.703887 0.069986 1.160077 -0.3 -0.1 0.7
```
Positions in Å, forces in eV/Å.

Its orbital gap is 10.2 eV. As for the spin multiplicity: 1.

***

5.
3 unconnected molecules or ions with the total composition C16H36BrN4O3, computed with ωB97M-V/def2-TZVPD.

The geometry in XYZ format:
```
60
Properties=species:S:1:pos:R:3:forces:R:3
C -0.604302 -0.088285 0.723392 -0.6 -0.1 2.0
N -0.845029 -0.422353 -0.735079 3.1 -2.2 -1.4
C -0.398658 0.690402 -1.657692 -0.7 1.7 0.4
C -0.284054 -1.772633 -1.122946 -3.3 -4.2 4.3
O -0.829373 -2.856611 -0.507645 3.7 6.4 -3.8
C 0.936222 -2.060133 -2.177762 -0.2 0.1 0.1
C 2.426212 -1.611191 -1.663064 -0.4 0.5 -0.2
N 3.045701 -1.670078 -0.438180 -0.7 0.2 -5.2
C 4.464596 -1.113679 -0.678668 1.3 2.5 -1.2
Br 5.915063 -1.654302 0.609721 -1.8 0.4 -1.1
C 4.848678 -1.366836 -2.277986 -0.9 -0.6 0.5
C 3.349135 -1.005031 -2.904646 1.7 -2.6 1.0
H -0.574509 -1.048934 1.429629 -0.3 1.9 -2.0
H 0.390896 0.493470 0.924821 -1.6 -0.9 -0.8
H -1.481703 0.582796 1.141398 1.7 -1.3 -1.1
H -1.270734 1.505387 -1.646764 1.9 -1.8 -0.1
H 0.533522 1.206288 -1.173901 -1.4 -0.8 -1.3
H -0.265378 0.383692 -2.778554 -0.2 0.4 2.3
H 0.977755 -3.224137 -2.409478 -0.1 2.4 0.8
H 0.702130 -1.526584 -3.209269 0.9 -1.0 2.3
H 2.619857 -2.044098 0.441598 0.6 0.5 -1.0
H 4.318687 0.068646 -0.679207 0.5 -2.5 0.8
H 5.703387 -0.724849 -2.758045 -1.7 -0.9 1.6
H 5.162679 -2.496207 -2.454064 -1.0 2.3 0.4
H 3.227243 0.129654 -3.161914 -0.1 -2.3 0.7
H 3.259921 -1.743099 -3.839647 -0.5 2.0 2.0
C 3.023099 5.324451 1.510073 0.2 0.3 0.1
C 2.407198 4.008032 1.977563 -0.2 0.1 -0.4
C 2.860417 2.783049 1.149628 -0.2 0.0 0.3
O 2.240646 2.677524 -0.136055 0.5 -0.2 0.2
C 2.819861 3.502075 -1.135437 -0.3 0.0 -0.2
N 0.942632 4.141286 1.983972 0.1 -0.5 -0.2
H 2.550962 5.713807 0.604050 0.0 -0.1 0.1
H 2.905610 6.094869 2.282877 0.0 -0.2 -0.2
H 4.094531 5.210368 1.315851 -0.1 0.0 0.0
H 2.740546 3.845751 3.009765 -0.1 -0.1 -0.1
H 2.562591 1.879316 1.694709 -0.1 0.1 -0.1
H 3.952426 2.741097 1.057101 0.0 0.1 -0.1
H 3.901476 3.605657 -1.010557 0.0 0.1 0.1
H 2.338065 4.481650 -1.135918 0.2 0.1 -0.1
H 2.626553 3.042503 -2.109182 0.0 0.0 0.1
H 0.540096 3.297375 2.393019 0.0 0.2 0.1
H 0.630658 4.109053 1.008656 0.0 0.2 0.3
C -5.554675 -4.125298 0.948706 -0.1 -0.3 0.0
C -4.331036 -3.219537 0.834041 -0.3 0.3 -0.1
C -4.370315 -2.001141 1.785583 0.1 0.1 -0.3
O -5.250808 -0.953408 1.366997 0.3 -0.4 0.4
C -6.617128 -1.176055 1.679626 -0.1 0.3 -0.3
N -4.174509 -2.802931 -0.567633 0.1 0.4 0.1
H -6.434208 -3.713096 0.446809 0.2 0.0 0.1
H -5.352664 -5.098171 0.482572 0.0 0.3 0.1
H -5.812577 -4.307152 1.997096 0.0 0.0 -0.1
H -3.457733 -3.822275 1.111430 0.0 0.2 0.0
H -3.368907 -1.554545 1.802384 -0.1 0.1 -0.1
H -4.590542 -2.302396 2.816869 -0.2 -0.1 0.0
H -6.743425 -1.707011 2.627439 0.0 -0.1 -0.1
H -7.101538 -1.720844 0.867071 -0.1 -0.1 0.2
H -7.110276 -0.202863 1.759969 0.2 -0.1 0.0
H -3.300684 -2.283486 -0.657901 0.0 -0.2 0.0
H -4.894286 -2.098954 -0.757224 0.1 -0.3 0.0
```
Positions in Å, forces in eV/Å.

Its orbital gap is 5.6 eV. As for the spin multiplicity: 1. The total charge is +1.

***

6.
2 unconnected molecules or ions with the total composition CH2ClFN2O4, computed with ωB97M-V/def2-TZVPD.

The geometry in XYZ format:
```
11
Properties=species:S:1:pos:R:3:forces:R:3
O -1.295780 0.844817 2.873718 -2.4 -0.8 1.8
N -0.419832 1.162440 2.162195 -2.5 0.9 -0.4
O -0.698792 2.094662 1.201489 -2.2 1.8 1.4
N 0.721567 0.842406 2.108774 7.3 -0.6 -0.4
F 1.129033 -0.149604 3.002541 -1.3 0.8 0.3
H -0.266510 1.973256 0.376508 1.5 -1.2 -1.2
O 0.812356 0.494911 -0.490126 -0.6 -3.6 0.4
C 0.770613 -0.694050 -0.173518 1.4 1.6 -0.5
O 0.174431 -1.140061 0.969221 -0.8 0.5 -0.8
Cl 0.144712 -2.795504 1.157685 0.1 -0.3 -0.1
H 1.330145 -1.560224 -0.608129 -0.3 0.9 -0.5
```
Positions in Å, forces in eV/Å.

Its orbital gap is 10.0 eV. As for the spin multiplicity: 1.

***

Number 1: maximum force 0.0436 Eh/bohr. Number 2: maximum force 0.0073 Eh/bohr. Number 3: maximum force 0.0639 Eh/bohr. Number 4: maximum force 0.0970 Eh/bohr. Number 5: maximum force 0.1623 Eh/bohr. Number 6: maximum force 0.1422 Eh/bohr.